{"formula": "C6H10O", "method": "ωB97M-V with the def2-TZVPD basis set", "e_above_lowest_kj_mol": 431.6, "fmax_ha_per_bohr": 0.0287, "gap_ev": 9.894, "e_tot_ev": -8426.7673, "homo_ev": -9.10, "symbols": ["C", "C", "O", "C", "C", "C", "C", "H", "H", "H", "H", "H", "H", "H", "H", "H", "H"], "xyz": [[1.20242, 0.31192, 0.98662], [0.19746, 1.38327, 0.54740], [0.06898, 1.46614, -0.85543], [-0.27856, 0.23720, -1.45484], [-1.54536, -0.37314, -0.95474], [-1.37005, -1.16213, 0.09375], [0.80179, -1.09316, 0.49371], [1.24812, 0.30335, 2.08098], [2.20133, 0.62936, 0.63541], [-0.76422, 1.13003, 1.01134], [0.50136, 2.38326, 0.87031], [-0.19365, 0.34804, -2.53186], [0.40461, -0.53467, -1.07794], [-2.48540, -0.15031, -1.46321], [-2.27064, -1.58744, 0.60570], [1.59404, -1.43981, -0.21871], [0.68776, -1.85192, 1.23151]]}


{"formula": "C6H10O", "method": "ωB97M-V with the def2-TZVPD basis set", "e_above_lowest_kj_mol": 49.4, "fmax_ha_per_bohr": 0.0068, "gap_ev": 10.515, "e_tot_ev": -8430.7283, "smiles": "C[C@H]1CC=CCO1", "homo_ev": -9.36, "symbols": ["C", "C", "C", "C", "C", "C", "O", "H", "H", "H", "H", "H", "H", "H", "H", "H", "H"], "xyz": [[-2.20830, 0.20599, -0.15468], [-0.76409, 0.27311, 0.31791], [-0.09705, -1.13775, 0.27253], [1.28983, -1.13327, -0.30960], [1.99053, -0.00775, -0.39578], [1.30633, 1.27597, -0.00678], [-0.05114, 1.24139, -0.42909], [-2.71221, -0.60114, 0.38984], [-2.26600, -0.01787, -1.22552], [-2.75160, 1.13587, 0.03831], [-0.76109, 0.61610, 1.36682], [-0.71697, -1.85759, -0.27685], [-0.05658, -1.50733, 1.30548], [1.68644, -2.07383, -0.68539], [2.99033, 0.01724, -0.82172], [1.33755, 1.42895, 1.08720], [1.78404, 2.14191, -0.47268]]}


{"formula": "C6H10O", "method": "ωB97M-V with the def2-TZVPD basis set", "e_above_lowest_kj_mol": 392.1, "fmax_ha_per_bohr": 0.0085, "gap_ev": 7.717, "e_tot_ev": -8427.1762, "homo_ev": -8.15, "symbols": ["C", "C", "C", "C", "C", "C", "O", "H", "H", "H", "H", "H", "H", "H", "H", "H", "H"], "xyz": [[-0.45077, -2.25233, 0.83263], [-0.30540, -0.90873, 0.20726], [-1.28202, -0.06708, -0.22718], [-0.76247, 1.01132, -1.02743], [0.70544, 1.03550, -0.70052], [1.06132, -0.32815, -0.07234], [1.90481, -0.34058, 1.06242], [0.28804, -2.37329, 1.63162], [-0.24252, -3.02966, 0.08596], [-1.45766, -2.41840, 1.22496], [-2.34550, -0.26892, -0.11104], [-1.18346, 4.10466, -1.06654], [-1.19927, 3.36888, -1.20996], [1.32669, 1.30423, -1.56147], [0.84161, 1.84777, 0.03084], [1.58190, -0.94185, -0.81709], [1.51927, 0.25662, 1.71788]]}


{"formula": "C6H10O", "method": "ωB97M-V with the def2-TZVPD basis set", "e_above_lowest_kj_mol": 469.8, "fmax_ha_per_bohr": 0.0076, "gap_ev": 8.696, "e_tot_ev": -8426.3716, "homo_ev": -8.61, "symbols": ["C", "C", "O", "C", "C", "C", "C", "H", "H", "H", "H", "H", "H", "H", "H", "H", "H"], "xyz": [[-1.85343, -0.21280, 0.58893], [-1.02578, -0.04370, -0.66546], [-0.85387, 1.34283, -1.00401], [0.55257, 1.29606, -0.77280], [1.72229, 0.23045, 1.23111], [1.08918, -0.98397, 0.69954], [0.49965, -0.25895, -0.55834], [-2.82542, 0.26826, 0.44137], [-1.35930, 0.26053, 1.44492], [-2.02351, -1.27298, 0.81136], [-1.48297, -0.58535, -1.50405], [1.13230, 1.57974, -1.65841], [0.83999, 1.94376, 0.06243], [2.64193, 0.36817, 0.61631], [0.29533, -1.38362, 1.33777], [1.74312, -1.80243, 0.37415], [0.90792, -0.74600, -1.44483]]}


{"formula": "C6H10O", "method": "ωB97M-V with the def2-TZVPD basis set", "e_above_lowest_kj_mol": 130.5, "fmax_ha_per_bohr": 0.0273, "gap_ev": 8.770, "e_tot_ev": -8429.8876, "smiles": "C/C=C/C=C(/C)O", "homo_ev": -7.89, "symbols": ["C", "C", "C", "C", "C", "C", "O", "H", "H", "H", "H", "H", "H", "H", "H", "H", "H"], "xyz": [[-2.07319, -2.41122, 0.69603], [-1.13787, -1.55393, -0.11718], [-0.53939, -0.46150, 0.34857], [0.31478, 0.35928, -0.50043], [0.97231, 1.48270, -0.17310], [2.19946, 1.94659, -0.89960], [0.56105, 2.24215, 0.92464], [-1.87427, -2.31550, 1.74809], [-3.09508, -2.05467, 0.53345], [-2.01240, -3.41320, 0.27836], [-1.15566, -1.65862, -1.19840], [-0.65109, -0.19330, 1.39595], [0.20736, 0.13595, -1.56135], [2.03228, 1.78526, -1.96419], [3.06552, 1.36196, -0.58859], [2.39177, 2.98961, -0.65219], [0.79439, 1.75845, 1.72994]]}


{"formula": "C6H10O", "method": "ωB97M-V with the def2-TZVPD basis set", "e_above_lowest_kj_mol": 402.8, "fmax_ha_per_bohr": 0.0142, "gap_ev": [7.764, 8.357], "e_tot_ev": -8427.0659, "homo_ev": [-7.95, -7.71], "symbols": ["C", "C", "O", "C", "C", "C", "C", "H", "H", "H", "H", "H", "H", "H", "H", "H", "H"], "xyz": [[-1.41119, -0.52493, 0.75115], [-0.69362, -1.58228, -0.00340], [0.42855, -1.21315, -0.78058], [1.47389, -0.60613, -0.01373], [1.17946, 0.77718, 0.48252], [0.35360, 1.72086, -0.13129], [-0.57079, 1.48417, -1.15067], [-1.10962, 0.49383, 0.86245], [-2.24973, -0.88213, 1.35618], [-0.40633, -2.38583, 0.72114], [-1.36951, -2.07892, -0.72313], [1.75086, -1.25943, 0.83871], [2.33602, -0.59573, -0.70275], [1.77858, 1.10015, 1.33656], [0.30939, 2.69923, 0.35682], [-0.53789, 0.58166, -1.75000], [-1.26167, 2.27143, -1.44997]]}


{"formula": "C6H10O", "method": "ωB97M-V with the def2-TZVPD basis set", "e_above_lowest_kj_mol": 105.0, "fmax_ha_per_bohr": 0.0112, "gap_ev": 9.888, "e_tot_ev": -8430.1517, "smiles": "C1=CCCC1.C=O", "homo_ev": -9.05, "symbols": ["C", "C", "C", "C", "C", "H", "H", "H", "H", "H", "H", "H", "H", "C", "O", "H", "H"], "xyz": [[0.01229, -0.93637, -0.48092], [-1.00565, -0.96331, 0.37895], [-1.81347, 0.31022, 0.35115], [-1.27797, 1.03881, -0.90205], [0.06765, 0.36096, -1.24835], [0.74459, -1.72827, -0.60280], [-1.22238, -1.78192, 1.05665], [-2.89404, 0.12944, 0.29640], [-1.64358, 0.88942, 1.26989], [-1.97996, 0.90121, -1.73070], [-1.17411, 2.11565, -0.74428], [0.92619, 0.96475, -0.91440], [0.19416, 0.21340, -2.32762], [2.76545, -0.37153, 1.39719], [2.50660, -1.52172, 1.64260], [3.79760, -0.04758, 1.16224], [1.99663, 0.42683, 1.39605]]}


{"formula": "C6H10O", "method": "ωB97M-V with the def2-TZVPD basis set", "e_above_lowest_kj_mol": 498.0, "fmax_ha_per_bohr": 0.0052, "gap_ev": [8.230, 8.227], "e_tot_ev": -8426.0795, "homo_ev": [-7.69, -7.69], "symbols": ["C", "C", "C", "C", "C", "C", "O", "H", "H", "H", "H", "H", "H", "H", "H", "H", "H"], "xyz": [[1.00603, -0.81519, -1.74884], [0.19733, -0.31514, -0.59333], [-0.64913, 0.87460, -0.55974], [-0.31437, 1.45568, 0.83469], [-0.54447, 0.59717, 1.83346], [-0.91479, -0.81036, 1.41640], [0.01439, -1.20317, 0.36313], [1.29089, 0.00776, -2.40515], [0.40245, -1.53264, -2.32154], [1.90484, -1.33359, -1.40721], [1.56465, 1.00278, -0.00626], [-1.71204, 0.60659, -0.55427], [-0.44198, 1.55818, -1.38418], [1.09516, 1.60904, 0.49191], [-0.18143, 0.75330, 2.84570], [-0.79118, -1.56552, 2.19363], [-1.92635, -0.88949, 1.00159]]}


{"formula": "C6H10O", "method": "ωB97M-V with the def2-TZVPD basis set", "e_above_lowest_kj_mol": 198.6, "fmax_ha_per_bohr": 0.0439, "gap_ev": 8.880, "e_tot_ev": -8429.1821, "smiles": "CC/C=C\\C=C\\O", "homo_ev": -7.97, "symbols": ["C", "C", "C", "C", "C", "C", "O", "H", "H", "H", "H", "H", "H", "H", "H", "H", "H"], "xyz": [[2.47980, 0.07693, 0.15323], [0.97435, 0.21354, 0.31854], [0.17227, 1.43707, 0.02435], [-1.16508, 1.29776, -0.12412], [-1.88631, 0.01847, -0.13006], [-1.46258, -1.18836, 0.30792], [-1.93589, -2.37892, -0.14244], [2.71650, 0.05851, -0.91284], [3.07584, 0.85253, 0.63876], [2.80196, -0.89291, 0.55914], [0.66331, -0.24065, 1.27210], [0.52679, -0.16279, -0.62801], [0.69303, 2.33544, -0.28400], [-1.74358, 2.15806, -0.44782], [-2.81242, 0.00271, -0.71071], [-0.76702, -1.35849, 1.11725], [-2.33098, -2.22889, -1.01131]]}


{"formula": "C6H10O", "method": "ωB97M-V with the def2-TZVPD basis set", "e_above_lowest_kj_mol": 464.2, "fmax_ha_per_bohr": 0.0064, "gap_ev": 9.231, "e_tot_ev": -8426.4291, "homo_ev": -8.51, "symbols": ["C", "C", "C", "C", "C", "C", "O", "H", "H", "H", "H", "H", "H", "H", "H", "H", "H"], "xyz": [[-1.62497, 0.17656, 1.04562], [-1.98529, 0.24506, -0.39046], [-0.92121, -0.76346, 0.10826], [0.59491, -0.60746, -0.12853], [0.27659, -0.19349, -1.48121], [2.39312, 0.82441, 0.21808], [1.15269, 0.37077, 0.71162], [-1.01071, 0.97441, 1.44721], [-2.32390, -0.28178, 1.73770], [-2.91340, -0.21685, -0.71219], [-1.67816, 1.11211, -0.95693], [-1.25112, -1.79687, 0.09943], [1.08163, -1.58085, 0.04659], [0.04851, -1.11775, -2.04233], [2.28510, 1.23756, -0.79365], [3.13819, 0.01139, 0.19245], [2.73801, 1.60623, 0.89834]]}